{"formula": "C18H30F2K2NO22S2", "method": "ωB97M-V/def2-TZVPD", "symbols": ["K", "K", "N", "S", "O", "O", "F", "S", "O", "O", "F", "C", "C", "O", "C", "O", "O", "H", "H", "H", "H", "C", "C", "O", "C", "O", "O", "H", "H", "H", "H", "C", "C", "O", "C", "O", "O", "H", "H", "H", "H", "C", "O", "C", "O", "O", "C", "H", "H", "H", "H", "H", "H", "C", "O", "C", "O", "O", "C", "H", "H", "H", "H", "H", "H", "C", "O", "C", "O", "O", "C", "H", "H", "H", "H", "H", "H"], "xyz": [[-3.24991, -1.64600, 3.40486], [-0.27768, 1.16962, 3.94946], [-0.91066, -0.80596, 2.05636], [-1.24307, -0.62570, 0.42731], [-1.45105, -1.79593, -0.36221], [-0.79298, 0.64271, -0.21374], [-2.77847, -0.30226, 0.62321], [0.40583, -1.47927, 1.76703], [1.50430, -0.65050, 1.30681], [0.48322, -2.94759, 1.43276], [0.70775, -1.67590, 3.38002], [4.01455, -2.12613, 4.15243], [5.36465, -1.62723, 4.29775], [5.62406, -0.94984, 3.15095], [4.78936, -1.44496, 2.17461], [4.86175, -1.13349, 1.02719], [3.85001, -2.29458, 2.74594], [3.33339, -1.50116, 4.72995], [3.85737, -3.03518, 4.73294], [6.05874, -2.45548, 4.44035], [5.41713, -0.96387, 5.16106], [2.05809, -6.17512, 3.23799], [2.60487, -5.46341, 2.04341], [1.76441, -5.91468, 0.98430], [1.26072, -6.99467, 1.24526], [0.56045, -7.72092, 0.49109], [1.49416, -7.29474, 2.58415], [1.41870, -5.55357, 3.86486], [2.88439, -6.66156, 3.75635], [3.67674, -5.55753, 1.86924], [2.54097, -4.38053, 2.15008], [2.93898, 0.33685, -2.88972], [1.60379, 0.95438, -2.26243], [0.62202, 0.40839, -3.10095], [1.17873, -0.81418, -3.57637], [0.53477, -1.75199, -3.94715], [2.45903, -0.89830, -3.28317], [3.74440, 0.30735, -2.15587], [3.35771, 0.89919, -3.72430], [1.80320, 2.02319, -2.33976], [1.49763, 0.63813, -1.22474], [-4.96642, -0.52146, -1.64552], [-5.84381, -0.30082, -2.75476], [-6.69790, -1.33913, -3.10297], [-6.68839, -2.46556, -2.63328], [-7.54712, -0.89102, -4.04589], [-8.74140, -1.59812, -4.43811], [-4.05142, -1.01238, -1.97700], [-5.38246, -1.07713, -0.80514], [-4.68704, 0.49673, -1.37472], [-9.23459, -1.15418, -5.30285], [-9.48183, -1.58634, -3.63828], [-8.41565, -2.62427, -4.60843], [0.29825, 4.68122, 0.94899], [1.47738, 3.96498, 0.48391], [1.94140, 2.98757, 1.13942], [1.50034, 2.56740, 2.26391], [2.98639, 2.58438, 0.47415], [3.97883, 1.73369, 1.01765], [0.10984, 5.48924, 0.24209], [0.50469, 5.07892, 1.94262], [-0.53366, 3.97932, 1.00707], [4.69850, 2.33792, 1.57000], [4.42293, 1.17782, 0.19189], [3.61321, 0.96622, 1.69987], [-2.29118, 2.96235, -1.89563], [-2.58814, 4.29197, -2.12637], [-1.78632, 5.31954, -2.32602], [-0.55312, 5.18764, -2.36362], [-2.45761, 6.43897, -2.43507], [-1.77649, 7.62838, -2.10208], [-1.74779, 2.61924, -2.77602], [-3.17858, 2.34736, -1.74590], [-1.62051, 2.93226, -1.03691], [-1.99813, 7.94127, -1.08174], [-2.14445, 8.40528, -2.77224], [-0.68979, 7.71317, -2.10033]], "forces_ev_per_a": [[-0.25, -0.21, -0.34], [0.80, 0.61, -0.40], [-2.87, 1.11, -2.41], [-3.98, 5.01, -5.36], [1.90, -0.24, 0.90], [-0.21, -3.64, 2.60], [-1.03, 0.69, 1.46], [8.89, -7.05, 2.58], [-2.06, -0.74, 0.23], [-1.02, 4.03, 0.21], [0.15, 0.67, 0.33], [-1.83, -1.33, 1.51], [1.63, -0.54, 2.84], [-0.42, 0.56, -2.78], [0.40, 0.80, -0.57], [-0.30, -0.78, 0.98], [0.32, 0.81, 0.11], [-0.75, 0.83, -1.27], [0.27, -0.69, -0.66], [0.38, 0.08, -0.06], [0.35, 0.02, -0.06], [1.77, -0.15, -0.31], [1.47, 2.85, 1.30], [0.96, 2.61, -3.42], [0.37, -1.06, 5.59], [-0.17, -0.44, -0.16], [-2.85, -2.55, -2.66], [-0.45, -0.63, -0.13], [-0.18, 0.48, 0.68], [-0.21, -1.03, -0.65], [-0.70, 0.07, -0.47], [-0.68, 1.91, 1.60], [3.20, 0.36, -0.76], [0.59, -1.34, -0.88], [-2.48, -0.81, 1.32], [0.20, 1.25, -0.36], [1.10, -0.93, -0.69], [-0.17, -0.66, 0.12], [-0.44, 0.09, -0.27], [-1.13, 0.20, 0.02], [-0.18, -0.01, -0.06], [0.50, 0.38, -0.65], [-1.44, -1.49, -0.30], [-0.41, -0.65, 0.10], [0.19, 1.71, -0.34], [0.66, 1.30, 0.36], [0.52, -1.13, 0.86], [-0.06, -0.24, -0.07], [-0.37, 0.07, -0.22], [-0.08, -0.12, 0.35], [0.80, 0.23, -0.04], [0.20, 0.01, 0.22], [-0.49, -0.06, -0.27], [0.43, -0.43, 0.31], [-2.01, 2.39, -1.16], [-0.30, -1.56, 3.74], [0.90, 0.46, -2.52], [0.35, -0.77, -0.20], [0.36, -0.77, 0.60], [0.13, -0.36, -0.04], [0.00, 0.02, -0.05], [-0.06, 0.12, -0.14], [0.15, 0.00, -0.28], [0.11, 0.44, 0.06], [-0.55, 0.29, -0.04], [2.18, -0.39, -0.46], [-3.24, 2.10, -0.17], [3.69, -2.07, 0.32], [-2.04, 0.54, 0.24], [-0.15, -0.27, 0.12], [0.25, 2.10, 0.33], [0.10, -0.57, 0.16], [-0.13, 0.57, -0.01], [0.00, -0.48, 0.07], [-0.63, -0.24, 0.10], [-0.07, -0.14, 0.06], [0.07, -1.14, -0.73]], "charge": 2, "homo_energy_ha": [-0.498, -0.498], "multiplicity": 2, "s2": 0.7545, "lumo_energy_ha": [-0.2419, -0.4203], "orbital_gap_ev": [7.0, 2.1]}